Record 1
Computed, not measured: C31H63N13O3PbS as an isolated structure, with the ωB97M-V functional and the def2-TZVPD basis.

Values from the calculation:
Total energy ... -2747.4331 Ha
Max |F| ... 0.3 eV Å⁻¹
Energy relative to the best compared isomer or geometry (same formula, charge and spin) ... 57.88 kcal per mole
Charge ... 0
Gap between HOMO and LUMO ... 7.5 eV
Lowest unoccupied orbital energy ... 0.019 hartree

Last column: Löwdin charge in e.
CARTESIAN COORDINATES (ANGSTROEM)
Pb 0.599 0.721 -0.603  1.45
C -5.388 0.378 -0.124  -0.05
N -4.307 -0.568 0.129  -0.15
C -3.708 -1.131 -1.072  -0.06
C -3.476 -0.374 1.206  -0.40
N -2.215 -0.598 1.100  0.10
C -1.439 -0.765 2.302  -0.23
C -0.237 -1.667 2.039  -0.16
N 0.940 -1.067 1.369  -0.23
C 1.777 -0.325 2.318  -0.20
C 1.205 0.997 2.846  -0.21
N 0.380 1.722 1.884  0.00
C -0.010 2.920 2.200  -0.40
N -0.927 3.568 1.448  -0.11
C -1.639 2.926 0.355  -0.08
C -1.085 5.014 1.481  -0.03
N 0.389 3.659 3.351  -0.20
C 0.052 3.146 4.664  -0.07
C 1.635 4.398 3.290  -0.09
C 1.732 -2.166 0.782  -0.20
C 1.137 -2.738 -0.499  -0.22
N 1.112 -1.776 -1.592  -0.01
C 1.502 -2.104 -2.787  -0.40
N 0.865 -1.549 -3.879  -0.17
C 1.612 -0.657 -4.749  -0.05
C -0.548 -1.210 -3.734  -0.04
N 2.465 -3.030 -3.120  -0.13
C 2.536 -3.636 -4.437  -0.06
C 3.534 -3.463 -2.242  -0.06
N -4.147 0.026 2.360  -0.18
C -3.566 0.939 3.316  -0.07
C -5.373 -0.618 2.781  -0.07
H -5.147 1.003 -0.983  0.08
H -5.535 1.020 0.741  0.08
H -6.321 -0.154 -0.327  0.09
H -4.510 -1.382 -1.766  0.09
H -3.156 -2.033 -0.812  0.08
H -3.027 -0.425 -1.557  0.07
H -2.016 -1.236 3.110  0.12
H -1.090 0.201 2.658  0.07
H -0.603 -2.465 1.396  0.10
H 0.102 -2.114 2.987  0.13
H 2.722 -0.125 1.817  0.09
H 1.999 -0.958 3.192  0.13
H 2.064 1.597 3.165  0.11
H 0.628 0.776 3.745  0.10
H -1.593 1.845 0.446  0.01
H -1.254 3.239 -0.620  0.06
H -2.688 3.230 0.405  0.10
H -0.761 5.408 2.439  0.08
H -2.139 5.251 1.331  0.09
H -0.506 5.479 0.678  0.07
H -0.830 2.508 4.606  0.09
H -0.190 3.989 5.319  0.09
H 0.865 2.584 5.138  0.08
H 1.753 4.862 2.311  0.05
H 2.520 3.775 3.477  0.08
H 1.605 5.186 4.047  0.09
H 1.834 -2.975 1.520  0.13
H 2.733 -1.790 0.565  0.10
H 0.098 -3.030 -0.315  0.11
H 1.675 -3.656 -0.742  0.10
H 2.641 -0.998 -4.856  0.09
H 1.619 0.362 -4.346  0.05
H 1.148 -0.630 -5.736  0.10
H -1.009 -1.900 -3.031  0.09
H -1.024 -1.332 -4.710  0.09
H -0.713 -0.186 -3.387  0.04
H 1.621 -3.444 -4.987  0.09
H 2.668 -4.716 -4.329  0.09
H 3.384 -3.249 -5.010  0.09
H 3.578 -2.850 -1.355  0.06
H 4.489 -3.373 -2.766  0.10
H 3.407 -4.510 -1.950  0.09
H -2.716 1.454 2.877  0.07
H -3.244 0.440 4.238  0.09
H -4.311 1.693 3.590  0.09
H -5.694 -1.327 2.024  0.09
H -6.171 0.115 2.941  0.09
H -5.218 -1.157 3.723  0.09
C 5.308 2.377 -0.622  -0.09
C 4.126 1.537 -1.121  -0.69
C 4.475 0.066 -0.924  -0.08
C 3.933 1.781 -2.616  -0.07
C 2.834 1.783 -0.309  -0.63
H 6.228 2.069 -1.127  0.08
H 5.448 2.246 0.454  0.08
H 5.151 3.439 -0.814  0.06
H 5.292 -0.234 -1.586  0.09
H 3.596 -0.532 -1.157  0.04
H 4.782 -0.137 0.107  0.09
H 4.868 1.601 -3.155  0.09
H 3.606 2.800 -2.811  0.07
H 3.167 1.108 -3.009  0.06
H 3.072 1.480 0.719  0.01
C 0.507 3.081 -4.676  -0.01
C 0.627 3.874 -3.413  -0.32
C 0.104 5.159 -3.318  -0.02
C 0.292 5.826 -2.125  -0.12
N 0.972 5.305 -1.107  0.04
C 1.458 4.079 -1.308  -0.67
S 2.458 3.519 0.017  0.95
N 1.290 3.329 -2.393  0.10
H 0.748 3.702 -5.539  0.09
H -0.517 2.730 -4.789  0.08
H 1.176 2.226 -4.640  0.05
H -0.430 5.609 -4.141  0.12
H -0.098 6.827 -1.972  0.11
O -2.352 3.440 -2.695  -0.03
N -2.337 2.205 -2.786  -0.59
O -3.346 1.568 -3.094  -0.02
O -1.264 1.578 -2.539  -0.25

=====

Record 2
Computed, not measured: a 14-piece molecular cluster, C31H63N14O21 overall, with the ωB97M-V functional and the def2-TZVPD basis.

Values from the calculation:
Total energy ... -3563.6278 Ha
Max |F| ... 15.7 eV Å⁻¹
Energy relative to the best compared isomer or geometry (same formula, charge and spin) ... 105.76 kcal per mole
Charge ... +1
Gap between HOMO and LUMO ... 4.1 eV
Lowest unoccupied orbital energy ... -0.183 hartree

Last column: Löwdin charge in e.
CARTESIAN COORDINATES (ANGSTROEM)
C 1.566 1.887 -2.367  -0.03
C 1.428 1.503 -0.839  -0.35
C 0.925 2.831 -0.142  -0.07
C 0.605 2.495 1.359  -0.11
C -0.372 1.326 1.531  -0.11
C -0.041 0.018 0.805  -0.43
N 0.620 0.308 -0.561  0.07
O 0.702 -0.618 -1.378  0.17
C -1.320 -0.712 0.464  -0.02
C 0.761 -0.950 1.537  0.00
C 2.927 1.123 -0.356  0.09
H 1.875 1.070 -3.138  0.11
H 2.187 2.778 -2.457  0.06
H 0.594 2.365 -2.719  0.06
H -0.087 3.252 -0.559  0.14
H 1.627 3.685 -0.188  0.13
H 0.257 3.110 1.918  0.00
H 1.679 1.844 1.705  0.18
H -1.138 1.771 1.088  0.06
H -0.555 1.232 2.533  0.09
H -1.192 -1.660 -0.088  0.07
H -2.247 0.039 -0.031  0.17
H -1.904 -0.938 1.322  0.06
H 0.201 -1.399 2.469  0.14
H 1.453 -0.416 2.036  0.05
H 1.108 -1.651 0.827  0.08
H 3.487 1.987 -0.577  0.08
H 3.214 0.294 -0.979  0.08
H 2.705 0.831 0.478  -0.04
N 1.958 -0.102 6.021  -0.02
C 2.866 -0.883 6.436  -0.16
C 2.708 -2.313 5.776  -0.04
C 1.360 -2.109 5.052  -0.13
C 0.977 -0.773 5.267  -0.16
H 1.886 0.820 6.266  0.04
H 3.848 -0.535 6.926  0.13
H 3.539 -3.147 5.812  0.09
H 0.811 -2.853 4.399  0.09
H 0.012 -0.274 4.952  0.11
N 1.138 2.816 6.499  -0.05
C 0.785 3.021 5.129  -0.08
C 2.016 3.399 4.261  0.02
C 3.202 3.392 5.404  0.00
C 2.542 2.932 6.684  -0.14
H 0.524 2.552 7.363  0.20
H -0.110 2.968 4.739  0.00
H 2.302 3.479 3.267  0.01
H 4.192 3.609 5.295  0.02
H 2.964 2.954 7.668  0.09
N 1.437 -6.025 -1.217  -0.05
C 2.585 -6.665 -0.863  -0.09
C 3.398 -5.540 -0.277  -0.10
C 2.682 -4.238 -0.538  -0.07
C 1.331 -4.653 -1.187  -0.07
H 0.794 -6.537 -1.617  0.07
H 2.911 -7.638 -1.064  0.08
H 4.501 -5.933 0.148  0.14
H 2.891 -3.071 -0.353  0.10
H 0.714 -4.076 -1.686  0.02
C -2.885 -5.234 -2.342  0.06
N -2.682 -3.797 -2.113  -0.38
O -2.844 -3.274 -0.992  0.03
O -2.055 -3.183 -3.015  0.02
H -3.559 -5.539 -3.149  0.11
H -3.304 -5.630 -1.306  0.15
H -1.916 -5.505 -2.461  0.05
C 6.641 4.480 -2.449  0.05
N 5.440 4.092 -1.689  -0.47
O 4.343 4.358 -2.214  0.02
O 5.610 3.909 -0.550  0.11
H 7.156 5.205 -1.911  0.09
H 6.311 4.429 -3.531  0.13
H 7.263 3.602 -2.303  0.10
C -4.542 3.114 4.246  0.04
N -3.585 2.226 3.561  -0.36
O -4.007 1.247 3.013  0.09
O -2.309 2.542 3.690  -0.01
H -4.629 2.836 5.272  0.09
H -5.519 2.840 3.864  0.10
H -4.182 4.206 4.102  0.14
C -5.271 -1.176 2.035  0.02
N -6.341 -2.081 2.647  -0.43
O -5.913 -3.145 2.868  0.09
O -7.305 -1.509 3.092  0.08
H -5.566 -0.145 2.020  0.07
H -4.853 -1.367 1.129  0.03
H -4.332 -1.103 2.570  0.06
C 4.216 -1.736 -4.730  0.04
N 3.520 -1.565 -3.408  -0.35
O 4.199 -1.388 -2.387  0.04
O 2.242 -1.716 -3.363  -0.01
H 3.499 -1.746 -5.497  0.06
H 4.928 -2.548 -4.963  0.11
H 5.019 -0.837 -4.777  0.15
C -3.148 3.621 -3.092  -0.01
N -2.485 2.561 -2.464  -0.44
O -1.923 1.746 -3.145  0.05
O -2.378 2.486 -1.180  0.00
H -4.075 3.069 -3.636  0.15
H -2.561 4.239 -3.820  0.10
H -3.292 4.518 -2.284  0.17
C -0.435 -1.251 -5.225  0.03
N -0.256 -0.957 -6.696  -0.44
O 0.793 -1.411 -7.121  0.05
O -0.798 -0.009 -7.117  0.10
H -0.062 -2.229 -4.872  0.09
H -1.473 -1.353 -4.988  0.07
H -0.010 -0.508 -4.642  0.06
C -4.772 -0.794 -2.726  0.03
N -5.229 0.371 -2.000  -0.35
O -4.959 0.341 -0.766  0.04
O -5.386 1.451 -2.582  0.05
H -5.567 -0.857 -3.573  0.15
H -4.939 -1.788 -2.234  0.11
H -3.922 -0.879 -3.166  0.01
C 1.011 3.913 -5.427  0.04
N 0.799 5.042 -4.508  -0.41
O 0.519 4.788 -3.348  0.03
O 0.843 6.246 -4.915  0.05
H 1.380 4.316 -6.341  0.09
H -0.046 3.817 -5.732  0.11
H 1.361 2.852 -5.075  0.13
C -2.133 -4.703 2.314  0.03
N -2.401 -3.830 3.505  -0.40
O -2.438 -4.364 4.639  0.06
O -2.609 -2.659 3.335  0.04
H -2.881 -4.739 1.697  -0.01
H -1.674 -5.808 2.488  0.16
H -1.490 -4.140 1.484  0.13

=====

Record 3
Computed, not measured: C31H64B3F2OPV as an isolated structure, with the ωB97M-V functional and the def2-TZVPD basis.

Values from the calculation:
Total energy ... -2854.1417 Ha
Max |F| ... 4.7 eV Å⁻¹
<S²> ... 6.005
Charge ... -1
Gap between HOMO and LUMO (spin up / spin down) ... 2.5 / 8.1 eV
Spin multiplicity ... 5
Lowest unoccupied orbital energy (spin up / spin down) ... 0.064 / 0.064 hartree

Last column: Mulliken spin population.
CARTESIAN COORDINATES (ANGSTROEM)
V -3.430 1.365 -19.005  3.46
C 1.845 4.745 -23.616  0.00
C 0.612 4.077 -23.078  -0.01
C 0.410 2.634 -23.534  -0.01
C -0.895 2.014 -23.018  -0.11
P -1.389 0.445 -23.670  -0.03
C -2.873 -0.325 -22.850  0.00
C -3.081 -1.823 -23.197  0.00
C -4.374 -2.272 -22.564  0.01
C -4.717 -3.725 -23.052  0.00
C -1.870 0.769 -25.389  0.00
C -3.085 1.658 -25.804  0.00
C -2.936 3.157 -25.796  0.00
C -1.870 3.736 -26.746  0.00
C 0.046 -0.723 -23.829  -0.01
C 0.636 -1.189 -22.424  0.01
C 1.739 -2.317 -22.535  0.00
C 3.036 -1.818 -23.198  0.00
H 1.878 5.789 -23.304  0.00
H 1.761 4.599 -24.693  0.00
H 2.726 4.181 -23.312  0.00
H -0.240 4.705 -23.341  0.00
H 0.696 4.008 -21.994  0.03
H 1.300 2.022 -23.392  0.00
H 0.289 2.580 -24.616  0.00
H -1.731 2.712 -23.062  0.01
H -0.842 1.956 -21.931  0.10
H -3.695 0.340 -23.114  0.00
H -2.863 -0.235 -21.764  0.00
H -2.262 -2.511 -22.986  0.00
H -3.227 -1.917 -24.272  0.00
H -5.198 -1.627 -22.868  0.00
H -4.311 -2.238 -21.476  0.00
H -3.995 -4.495 -22.779  0.00
H -4.824 -3.701 -24.136  0.00
H -5.633 -4.226 -22.738  0.00
H -2.055 -0.262 -25.693  0.00
H -0.914 1.015 -25.852  0.00
H -3.935 1.417 -25.166  0.00
H -3.444 1.414 -26.804  0.00
H -2.596 3.453 -24.804  0.01
H -3.899 3.647 -25.940  0.00
H -1.947 4.823 -26.766  0.00
H -2.047 3.372 -27.759  0.00
H -0.847 3.525 -26.437  0.00
H 0.730 -0.195 -24.493  0.00
H -0.312 -1.567 -24.419  0.00
H -0.232 -1.484 -21.836  0.01
H 1.069 -0.351 -21.877  -0.01
H 1.354 -3.128 -23.153  0.00
H 1.968 -2.714 -21.546  0.00
H 3.427 -0.980 -22.621  0.00
H 2.898 -1.392 -24.192  0.00
H 3.704 -2.679 -23.201  0.00
B -4.290 1.847 -21.015  0.05
H -4.596 2.117 -22.014  0.02
H -4.501 0.805 -20.833  0.03
H -3.222 1.966 -20.921  0.08
H -4.804 2.384 -20.232  0.05
B -4.911 0.405 -17.644  -0.06
H -4.893 -0.273 -18.484  0.04
H -5.217 1.384 -17.979  0.07
H -5.543 0.102 -16.824  0.01
H -3.907 0.497 -17.258  0.08
B -1.529 0.202 -19.347  -0.31
H -1.758 0.351 -18.303  0.09
H -0.592 -0.305 -19.520  0.02
H -2.323 -0.352 -19.824  0.07
H -1.493 1.177 -19.808  0.22
C 1.353 3.268 -18.175  -0.01
C 2.092 3.120 -19.483  0.00
O 2.916 3.967 -19.880  0.00
C 1.757 1.877 -20.277  -0.04
H 0.293 3.166 -18.406  0.05
H 1.618 4.187 -17.652  -0.02
H 1.601 2.396 -17.570  0.00
H 1.892 2.112 -21.333  -0.01
H 0.732 1.657 -19.981  0.07
H 2.406 1.039 -20.025  0.00
F 1.537 1.259 -15.677  0.00
C 2.305 0.347 -16.274  -0.01
C 1.841 -0.170 -17.496  0.00
C 2.691 -0.995 -18.256  0.00
C 3.840 -1.477 -17.682  0.00
C 4.225 -1.057 -16.372  0.00
C 3.451 -0.135 -15.690  0.00
H 0.913 0.129 -17.960  0.04
H 2.438 -1.339 -19.248  0.00
H 4.426 -2.133 -18.308  0.00
H 5.162 -1.302 -15.895  0.00
H 3.709 0.060 -14.659  0.00
F 0.036 -4.528 -14.323  0.00
C -1.003 -3.686 -14.468  0.00
C -2.167 -4.060 -13.809  0.00
C -3.316 -3.268 -13.920  0.00
C -3.237 -2.169 -14.783  0.00
C -2.082 -1.778 -15.444  -0.03
C -0.948 -2.575 -15.320  0.00
H -2.230 -4.990 -13.264  0.00
H -4.221 -3.549 -13.401  0.00
H -4.165 -1.654 -14.984  0.00
H -2.168 -0.957 -16.141  0.03
H -0.047 -2.218 -15.797  0.00

=====

Record 4
Computed, not measured: a 5-piece molecular cluster, C31H64F4NO16S5 overall, with the ωB97M-V functional and the def2-TZVPD basis.

Values from the calculation:
Total energy ... -4868.0451 Ha
Max |F| ... 6.1 eV Å⁻¹
Charge ... +1
Gap between HOMO and LUMO ... 7.4 eV
Lowest unoccupied orbital energy ... -0.173 hartree

Last column: Löwdin charge in e.
CARTESIAN COORDINATES (ANGSTROEM)
C -5.059 1.317 7.049  -0.07
C -6.110 1.889 5.935  -0.25
O -5.565 3.010 5.186  -0.23
C -6.573 3.640 4.357  -0.20
C -6.844 2.842 2.958  -0.17
C -5.971 3.420 1.734  -0.18
C -4.814 2.436 1.201  -0.18
C -4.157 1.599 2.408  -0.12
C -2.725 0.906 2.028  -0.37
C -2.405 0.124 3.439  -0.13
C -2.575 -1.490 3.311  -0.14
C -4.131 -1.963 3.465  -0.22
O -4.082 -3.400 3.763  -0.11
C -1.589 2.023 1.659  -0.44
C -1.311 3.207 2.704  -0.09
C -1.510 4.604 1.869  -0.18
O -0.217 5.218 1.544  -0.16
C 0.180 6.087 2.637  -0.08
C -0.293 7.606 2.415  -0.33
F 0.475 8.483 3.263  0.05
F -1.689 7.798 2.727  0.04
F -0.121 8.074 1.077  0.07
S -0.247 0.759 1.318  1.02
C -1.467 -0.180 0.259  -0.15
N -2.703 0.017 0.793  -0.09
C -3.832 -0.626 0.055  -0.01
C -3.801 0.006 -1.449  -0.28
O -3.671 -0.686 -2.483  0.12
F -3.874 1.432 -1.628  0.03
H -4.739 0.269 6.709  0.06
H -5.598 1.186 8.065  0.09
H -4.134 1.991 7.128  0.08
H -6.362 1.073 5.151  0.11
H -7.042 2.204 6.539  0.13
H -7.569 3.581 4.954  0.12
H -6.398 4.768 4.186  0.14
H -7.953 3.076 2.705  0.12
H -6.796 1.703 3.088  0.10
H -6.706 3.594 0.854  0.12
H -5.506 4.433 2.052  0.12
H -4.012 3.104 0.707  0.11
H -5.302 1.733 0.429  0.10
H -4.892 0.755 2.715  0.12
H -4.016 2.272 3.321  0.12
H -3.205 0.444 4.217  0.11
H -1.398 0.436 3.894  0.12
H -2.052 -1.919 4.253  0.14
H -2.064 -1.933 2.389  0.11
H -4.654 -1.475 4.356  0.13
H -4.679 -1.839 2.466  0.10
H -3.635 -3.864 3.015  0.10
H -1.912 2.288 0.583  0.11
H -0.239 3.224 3.103  0.13
H -2.113 3.226 3.531  0.13
H -2.011 4.415 0.840  0.13
H -2.220 5.333 2.415  0.13
H -0.348 5.696 3.590  0.15
H 1.314 5.971 2.760  0.16
H -1.229 -0.782 -0.681  0.16
H -3.662 -1.757 -0.108  0.17
H -4.873 -0.378 0.463  0.14
O 2.228 -0.903 -0.558  -0.31
S 3.099 -0.977 -1.705  0.60
O 3.316 -2.206 -2.421  -0.30
O 4.534 -0.342 -1.319  -0.25
C 5.229 -0.867 -0.186  -0.26
C 5.865 -2.211 -0.491  -0.07
C 2.612 0.265 -2.870  -0.11
H 4.561 -0.933 0.679  0.12
H 6.013 -0.149 0.066  0.13
H 5.105 -2.977 -0.664  0.06
H 6.491 -2.540 0.340  0.09
H 6.476 -2.153 -1.396  0.09
H 2.489 1.213 -2.347  0.08
H 1.665 -0.045 -3.313  0.08
H 3.376 0.342 -3.643  0.08
O 0.139 -6.285 1.735  -0.28
S 1.402 -5.598 1.812  0.60
O 1.498 -4.226 2.243  -0.29
O 2.171 -5.753 0.396  -0.26
C 1.495 -5.340 -0.791  -0.25
C 1.473 -3.829 -0.923  -0.09
C 2.522 -6.568 2.781  -0.12
H 0.483 -5.755 -0.823  0.12
H 2.044 -5.765 -1.634  0.11
H 0.858 -3.375 -0.142  0.06
H 1.063 -3.531 -1.890  0.09
H 2.476 -3.419 -0.821  0.04
H 2.490 -7.599 2.432  0.08
H 2.198 -6.513 3.820  0.08
H 3.525 -6.154 2.681  0.08
O 2.721 3.665 -4.453  -0.29
S 1.688 4.179 -5.317  0.60
O 0.460 3.461 -5.548  -0.29
O 2.340 4.567 -6.744  -0.26
C 3.071 3.567 -7.455  -0.26
C 2.147 2.558 -8.112  -0.08
C 1.283 5.824 -4.803  -0.12
H 3.790 3.073 -6.794  0.12
H 3.645 4.083 -8.228  0.13
H 1.619 1.963 -7.365  0.07
H 2.713 1.875 -8.749  0.08
H 1.390 3.065 -8.716  0.09
H 2.204 6.389 -4.668  0.08
H 0.742 5.756 -3.858  0.08
H 0.649 6.285 -5.560  0.08
O 7.543 -5.429 -2.255  -0.29
S 7.340 -5.980 -3.570  0.60
O 7.801 -5.308 -4.756  -0.28
O 5.773 -6.341 -3.752  -0.26
C 4.810 -5.311 -3.534  -0.27
C 4.758 -4.337 -4.695  -0.07
C 7.956 -7.641 -3.593  -0.12
H 5.008 -4.793 -2.591  0.10
H 3.838 -5.801 -3.435  0.11
H 5.685 -3.765 -4.771  0.07
H 3.936 -3.629 -4.569  0.06
H 4.628 -4.869 -5.642  0.09
H 7.575 -8.171 -2.722  0.07
H 9.044 -7.594 -3.559  0.08
H 7.634 -8.123 -4.516  0.08